The following is a quantum chemistry calculation of 2 unconnected molecules or ions with the total composition C24H26F3N6O4 at a distorted geometry, from the OMol25 dataset.

Each line ends with the Mulliken charge.
Positions of all 63 atoms, in Å:
O: -4.263419 5.926499 -0.981460  -0.6396
O: -3.144928 2.986650 3.047270  -0.6569
F: 0.349677 0.466177 -1.179418  -0.2823
F: -0.045142 0.623115 0.958023  -0.3307
F: -0.235356 -1.319628 0.003982  -0.3013
N: 3.708357 -2.494974 -2.324154  -1.2967
O: 9.970206 -3.999607 -2.305780  -0.5427
O: 5.834175 -2.444062 -4.024849  -0.6773
C: -4.608646 4.990985 -0.282601  0.6975
C: -4.092430 2.896529 2.286031  0.2603
C: 4.649033 -2.282247 -1.434826  0.7281
C: -3.512849 -0.194425 1.628572  -0.4633
C: -4.476880 0.308375 0.793444  0.3615
C: -5.219199 -1.612127 1.607328  -0.3542
C: 3.945717 -0.208425 1.689760  -1.0070
C: 8.160522 -3.575503 -0.780614  -0.6980
C: 7.891443 -3.208656 -3.141940  -0.6825
C: 6.840914 -3.156862 -0.564253  -0.9111
C: 4.712488 -0.959862 0.803189  -0.3406
C: 2.593513 0.022852 1.426435  -0.8047
C: 8.688155 -3.595449 -2.072689  0.9640
C: 6.578893 -2.795559 -2.938727  0.2045
C: 6.034215 -2.744935 -1.641407  0.3280
C: 4.106942 -1.495737 -0.336358  0.9616
C: 2.764067 -1.266355 -0.623775  -0.8009
C: 1.971874 -0.490375 0.266405  0.1661
N: -3.996770 -1.388116 2.135803  0.0013
N: -5.305036 2.803654 2.849341  -0.1167
N: 2.569829 -1.917284 -1.852031  0.7318
N: -3.729178 4.019480 -0.024526  -0.1026
N: -5.524801 -0.594734 0.775062  0.0203
C: -6.023939 4.959759 0.246793  -0.8251
C: 0.504394 -0.179259 0.003979  1.1394
C: -6.627754 2.471542 2.316388  -0.8027
C: 1.341650 -1.990563 -2.651892  -0.8031
C: -4.413092 1.598391 0.001629  -1.0238
C: -3.788564 2.774548 0.772158  0.0892
H: 10.404758 -4.241485 -1.474566  0.2882
H: 4.903887 -2.377092 -3.725244  0.4420
H: -2.554134 0.265602 1.856814  0.6035
H: -5.838458 -2.487237 1.794353  0.4053
H: 4.407877 0.211526 2.578660  0.3931
H: 8.767504 -3.891559 0.060901  0.2648
H: 8.293740 -3.233904 -4.148389  0.4377
H: 6.444283 -3.177233 0.446286  0.5615
H: 5.771157 -1.102943 0.996614  0.5915
H: 2.042347 0.629200 2.140216  0.4293
H: -3.498094 -2.000220 2.778286  0.2814
H: -5.262146 2.949028 3.848721  0.2498
H: -2.833628 4.224790 -0.446003  0.2498
H: -6.359626 -0.517715 0.203427  0.2543
H: -6.542006 4.092246 -0.148105  0.2231
H: -6.010620 4.977738 1.332767  0.2405
H: -6.537703 5.856311 -0.102506  0.3281
H: -6.941024 1.499072 2.699107  0.2892
H: -7.350277 3.217693 2.655477  0.3499
H: -6.648570 2.448864 1.233734  0.2148
H: 0.516340 -2.391777 -2.062100  0.2603
H: 1.493168 -2.658067 -3.505654  0.3030
H: 1.079089 -1.003443 -3.038917  0.2833
H: -3.812323 1.417557 -0.892390  0.4174
H: -5.408402 1.868758 -0.346711  0.3110
H: -2.735220 2.490482 0.814929  0.1371

Atoms 1-3, force components in eV/Å:
0.175 -0.123 0.037
0.623 0.270 -0.401
-0.429 -0.521 0.509

Summary:
- Gap between HOMO and LUMO: 6.044 eV
- Max |F|: 2.46 eV/A
- Net charge: +1
- Electronic energy: -1859.06497 Ha

---

The following is a quantum chemistry calculation of a molecular structure, C24H26InN6O4, from the OMol25 dataset.

Each line ends with the Mulliken charge.
Positions of all 61 atoms, in Å:
In: 0.035119 0.034699 -0.051077  2.2957
O: -0.885506 -1.566921 3.622660  -0.5982
C: -0.306372 -1.326683 2.593984  -0.2424
N: -0.772720 -1.424163 1.299616  -0.1479
C: -1.760642 -2.294310 0.919844  0.1132
O: -2.414317 -3.032943 1.612750  -0.6212
C: -1.938004 -2.325641 -0.592181  0.4913
C: -2.806144 -3.240440 -1.156679  -0.7118
C: -2.901428 -3.295949 -2.537105  -0.2573
C: -2.128810 -2.437837 -3.306255  -0.9345
C: -1.294517 -1.543539 -2.666052  -0.1421
N: -1.200878 -1.487750 -1.333894  -0.1409
C: 1.147026 -0.861053 2.644625  0.7475
C: 1.883154 -1.015816 3.802234  -0.5564
C: 3.222419 -0.651315 3.786494  -0.4218
C: 3.777144 -0.141606 2.622404  -0.8999
C: 2.968882 0.003801 1.508690  -0.2206
N: 1.681225 -0.346313 1.527974  -0.0613
H: -3.370844 -3.889805 -0.503143  0.5432
H: -3.565611 -4.006613 -3.011150  0.4492
H: -2.163885 -2.460764 -4.386120  0.4415
H: -0.672510 -0.858549 -3.228165  0.4509
H: 1.403325 -1.437304 4.674332  0.5534
H: 3.832027 -0.778011 4.671908  0.4681
H: 4.820850 0.134591 2.569551  0.4778
H: 3.341781 0.396795 0.570825  0.5459
O: 2.342900 1.268535 -3.250631  -0.6900
C: 1.498022 1.068941 -2.415263  0.4814
O: 1.623947 0.300716 -1.366264  -0.6770
C: 0.148396 1.764019 -2.560323  0.3892
C: -0.087350 2.632607 -3.612022  -0.8317
C: -1.325624 3.246908 -3.693824  -0.4918
C: -2.286122 2.975249 -2.727545  -0.7514
C: -1.972907 2.097830 -1.709526  -0.4526
N: -0.778391 1.503848 -1.631925  0.2303
H: 0.701572 2.801583 -4.331104  0.5862
H: -1.544191 3.932670 -4.502052  0.4765
H: -3.263256 3.436329 -2.759655  0.4774
H: -2.685778 1.862381 -0.929454  0.4274
C: 1.723625 4.841214 3.482535  -1.2237
C: 1.837130 3.336797 3.309254  -0.9020
N: 1.013342 2.816946 2.208243  0.7077
C: 1.500528 3.100084 0.854964  -0.0794
C: 0.666488 4.130732 0.111182  -1.3187
C: -0.138892 2.175845 2.414670  0.7712
C: -0.730914 2.150899 3.798614  -1.9882
N: -0.746217 1.546470 1.434306  -0.4045
H: 2.382907 5.172559 4.284968  0.4542
H: 0.703423 5.136471 3.732670  0.2758
H: 2.016809 5.367667 2.573236  0.2939
H: 1.569815 2.817081 4.223288  0.5598
H: 2.869844 3.057471 3.092271  0.4107
H: 1.578263 2.178223 0.278280  -0.4139
H: 2.522876 3.457119 0.973327  0.5666
H: -0.365827 3.798442 0.008116  0.1508
H: 1.081532 4.284931 -0.886061  0.4332
H: 0.671591 5.086994 0.633369  0.4259
H: -0.616426 3.097589 4.320389  0.4423
H: -0.257357 1.362745 4.388822  0.3673
H: -1.790364 1.911762 3.734296  0.4382
H: -1.622458 1.169880 1.779580  0.2374

Atoms 1-3, force components in eV/Å:
-0.125 -0.045 -0.119
-0.057 -0.046 0.047
0.054 -0.025 -0.130

Summary:
- Gap between HOMO and LUMO: 9.259 eV
- Relative energy (zero: lowest compared OMol25 entry of this formula, charge and spin): 0.0 kcal/mol
- Max |F|: 0.20 eV/A
- Net charge: +1
- Electronic energy: -1749.74351 Ha

---

The following is a quantum chemistry calculation of a molecular structure, C24H26IrN4S2Si at a distorted geometry, from the OMol25 dataset.

Each line ends with the Mulliken spin population.
Positions of all 58 atoms, in Å:
C: -1.357909 0.291075 1.033982  0.0965
C: -1.247353 -1.099018 0.701077  -0.0329
C: 0.079642 -1.534529 1.001949  0.1644
H: -2.040114 -1.725242 0.295459  -0.0042
C: 0.788513 -0.419876 1.575945  0.1839
C: -0.099492 0.713183 1.588146  0.0518
H: 0.129887 1.709767 1.956636  0.0026
H: -2.254585 0.899298 0.956124  0.0078
H: 0.434846 -2.559999 0.919748  0.0095
H: 1.808637 -0.430431 1.952952  0.0222
Ir: 0.204978 0.088005 -0.451233  1.1740
C: 0.008933 -1.964535 -2.674407  0.1314
H: -0.151727 -2.071141 -1.591945  -0.0535
H: -0.185572 -0.955517 -3.048062  -0.0404
H: 1.005878 -2.305513 -2.967377  -0.0091
Si: -1.427640 -3.301581 -3.745245  0.0327
C: -2.659649 -1.894463 -3.415302  0.0085
C: -3.452249 -1.839088 -2.262870  0.0274
H: -3.557347 -2.714128 -1.618809  -0.0072
C: -4.119152 -0.656018 -1.920396  0.0144
H: -4.733205 -0.631747 -1.016927  0.0010
C: -4.010433 0.472822 -2.732202  -0.0059
H: -4.565756 1.378569 -2.478645  0.0011
C: -3.225979 0.425146 -3.890301  0.0155
H: -3.129480 1.313959 -4.519673  0.0009
C: -2.590487 -0.761911 -4.254784  -0.0025
H: -2.015565 -0.805474 -5.185137  0.0013
C: -1.537969 -4.473988 -2.286982  0.3209
C: -2.777528 -4.976574 -1.857566  0.6085
H: -3.669644 -4.828765 -2.472586  0.0323
C: -2.879566 -5.628864 -0.620300  -0.0906
H: -3.857165 -5.967855 -0.271345  0.0036
C: -1.739571 -5.837996 0.162170  0.5819
H: -1.821301 -6.326295 1.135313  0.0207
C: -0.484797 -5.436779 -0.315511  0.2664
H: 0.416817 -5.627456 0.270593  -0.0011
C: -0.378004 -4.803058 -1.557354  0.0857
H: 0.608913 -4.535984 -1.946433  0.0289
H: -1.089932 -0.202227 -1.436639  0.1013
H: -1.952132 -4.087637 -4.887233  0.0662
N: 2.909275 -2.206904 -0.545854  0.0868
C: 2.986765 -1.085893 -1.263196  0.0846
N: 2.070291 -0.117870 -1.399360  -0.0267
C: 2.438040 0.816547 -2.364083  0.0255
C: 3.658186 0.554707 -2.962113  0.2549
S: 4.393431 -0.846290 -2.315836  0.0909
C: 1.415572 1.757147 -2.630832  0.0798
C: 1.244315 2.721892 -3.607809  0.3042
S: -0.318196 3.418344 -3.541884  0.0833
C: -0.717928 2.400240 -2.172201  0.0912
N: 0.289272 1.578496 -1.837130  0.0002
N: -1.928198 2.419075 -1.624118  0.1270
H: 3.700188 -2.837227 -0.594011  -0.0027
H: 2.123578 -2.427948 0.055125  -0.0095
H: 4.070720 1.178624 -3.741329  0.0031
H: 2.017131 2.979038 -4.319190  0.0069
H: -2.626692 3.033959 -2.016694  -0.0062
H: -2.181463 1.792131 -0.864347  -0.0094

Atoms 1-3, force components in eV/Å:
-0.107 0.589 1.563
0.229 -0.165 -0.106
0.287 -0.441 1.813

Summary:
- ⟨S²⟩: 8.826
- Gap between HOMO and LUMO (alpha / beta): 2.390 / 3.902 eV
- Relative energy (zero: lowest compared OMol25 entry of this formula, charge and spin): 60.4 kcal/mol
- Max |F|: 5.09 eV/A
- Multiplicity: 6
- Net charge: +2
- Electronic energy: -2338.46755 Ha

---

The following is a quantum chemistry calculation of C24H26N4O2 in the gas phase, from the OMol25 dataset.

Each line ends with the Mulliken charge.
Positions of all 56 atoms, in Å:
C: -1.362033 2.027369 1.554070  -1.2565
N: -0.322007 1.900229 0.548465  0.6340
C: -0.086159 3.146433 -0.172572  -0.7205
C: -1.161152 3.418498 -1.231389  -0.7554
C: -1.180945 2.344970 -2.319305  -0.8332
N: -1.516036 1.058151 -1.756373  0.2899
C: -2.498704 0.281314 -2.227840  0.7266
O: -3.148933 0.513870 -3.228009  -0.7328
C: -2.730625 -0.981583 -1.387759  -1.1341
N: -1.507215 -1.577195 -0.891878  0.1116
C: -1.323670 -1.584662 0.481724  0.7734
O: -2.151612 -1.095366 1.234516  -0.7397
C: -0.097272 -2.190370 0.934610  0.2340
C: 0.386076 -2.354762 2.220131  -0.7399
C: 1.630242 -2.984651 2.108615  -0.9604
C: 1.874901 -3.189053 0.771303  -0.2605
N: 0.828254 -2.708151 0.057723  0.2160
C: 0.611138 -2.686460 -1.311942  0.9532
C: 1.531535 -3.218701 -2.209632  -0.8547
C: 1.288355 -3.183336 -3.566906  -0.7294
C: 0.117622 -2.609546 -4.037440  -0.9694
C: -0.805259 -2.077292 -3.160131  -0.8737
C: -0.582857 -2.105089 -1.781280  1.1690
C: 0.895855 1.288802 1.079897  -0.2571
C: 1.587809 2.091623 2.153869  0.2607
C: 2.527433 3.062955 1.830956  -0.2365
C: 3.113677 3.834137 2.819030  -0.7385
C: 2.767426 3.644189 4.145693  -0.4196
C: 1.840537 2.671600 4.479636  -0.7202
C: 1.256657 1.900465 3.490402  -0.2560
H: -1.582357 1.042421 1.962541  0.2972
H: -1.082513 2.707008 2.369844  0.3563
H: -2.268610 2.405443 1.086385  0.3323
H: 0.875669 3.061545 -0.684507  0.3809
H: -0.027139 4.004693 0.516022  0.2553
H: -2.146085 3.476709 -0.767866  0.3001
H: -0.951693 4.385087 -1.692138  0.4098
H: -1.923084 2.578245 -3.087457  0.4348
H: -0.194311 2.284083 -2.795820  0.2755
H: -1.104227 0.910941 -0.833128  -0.0637
H: -3.306067 -1.701403 -1.976165  0.4033
H: -3.314989 -0.705232 -0.502980  0.4504
H: -0.117088 -2.054756 3.116823  0.5848
H: 2.279940 -3.260793 2.915002  0.4880
H: 2.725650 -3.644237 0.306757  0.3528
H: 2.440710 -3.663315 -1.838622  0.2996
H: 2.008204 -3.599966 -4.253669  0.4010
H: -0.080083 -2.574369 -5.097328  0.4121
H: -1.699350 -1.630169 -3.558173  0.3881
H: 1.575544 1.125375 0.236971  0.7623
H: 0.609979 0.314436 1.485632  -0.6362
H: 2.811998 3.212929 0.798914  0.3665
H: 3.843857 4.584377 2.552226  0.3888
H: 3.223253 4.247542 4.916800  0.3809
H: 1.572281 2.512350 5.513861  0.3917
H: 0.541103 1.135696 3.756032  0.4071

Atoms 1-3, force components in eV/Å:
-0.064 0.003 0.061
0.168 -0.033 0.136
-0.221 0.240 -0.119

Summary:
- Gap between HOMO and LUMO: 8.772 eV
- Relative energy (zero: lowest compared OMol25 entry of this formula, charge and spin): 9.4 kcal/mol
- Max |F|: 0.95 eV/A
- Net charge: 0
- Electronic energy: -1299.71158 Ha